(i)
Computed, not measured: 2 unconnected molecules or ions with the total composition C4H13NO2S, with ωB97M-V/def2-TZVPD.

Bonds (Å) are listed after each position.
CARTESIAN COORDINATES (ANGSTROEM)
1 C -0.105 0.350 -0.107  N2 1.518, C5 1.501, H8 1.117, H9 1.123
2 N -0.632 -0.741 0.808  C1 1.518, C3 1.472, H10 0.983
3 C 0.389 -1.797 0.705  N2 1.472, O4 1.456, H11 1.125, H12 1.012
4 O 1.566 -1.763 1.562  C3 1.456, H13 1.047
5 C -1.427 0.858 -0.607  C1 1.501, C6 1.531, H14 1.033, H15 1.086
6 C -1.569 2.036 -1.574  C5 1.531, S7 1.855, H16 1.081, H17 1.071
7 S -2.176 1.389 -3.204  C6 1.855, H18 1.371
8 H 0.492 0.012 -0.988  C1 1.117
9 H 0.485 1.274 0.136  C1 1.123
10 H -0.880 -0.442 1.711  N2 0.983
11 H -0.233 -2.723 0.851  C3 1.125
12 H 0.918 -1.944 -0.145  C3 1.012
13 H 1.235 -1.976 2.532  O4 1.047
14 H -1.788 0.066 -1.162  C5 1.033
15 H -2.140 0.858 0.212  C5 1.086
16 H -2.347 2.699 -1.223  C6 1.081
17 H -0.644 2.500 -1.853  C6 1.071
18 H -3.332 0.685 -2.990  S7 1.371
19 H 3.234 -0.556 1.569  O21 0.981
20 H 4.848 -0.673 2.101  O21 1.028
21 O 4.104 -0.112 1.667  H19 0.981, H20 1.028

Properties
- M (g/mol) = 139.22
- net charge = 0
- SMILES = OCNCCCS.O
- orbital gap (eV) = 9.533



(ii)
Computed, not measured: 2 unconnected molecules or ions with the total composition C4H13NO2S, with ωB97M-V/def2-TZVPD.

Bonds (Å) are listed after each position.
CARTESIAN COORDINATES (ANGSTROEM)
1 C -1.021 0.490 -0.998  C2 1.544, H8 1.093, H9 1.072, H10 1.108
2 C 0.467 0.887 -0.889  C1 1.544, C3 1.546, N5 1.515, H11 1.150
3 C 0.977 2.343 -0.788  C2 1.546, S4 1.823, H12 1.080, H13 1.122
4 S 0.185 3.165 0.634  C3 1.823, H14 1.368
5 N 0.996 0.177 0.340  C2 1.515, C6 1.399, H15 1.004
6 C 1.782 -0.963 0.143  N5 1.399, O7 1.437, H16 1.115, H17 1.122
7 O 1.016 -2.154 -0.100  C6 1.437, H18 0.960
8 H -1.360 0.026 -1.928  C1 1.093
9 H -1.409 -0.013 -0.135  C1 1.072
10 H -1.626 1.418 -0.964  C1 1.108
11 H 1.037 0.536 -1.824  C2 1.150
12 H 0.750 2.797 -1.740  C3 1.080
13 H 2.091 2.275 -0.670  C3 1.122
14 H 0.041 2.178 1.569  S4 1.368
15 H 0.355 0.225 1.112  N5 1.004
16 H 2.485 -1.176 0.981  C6 1.115
17 H 2.508 -0.953 -0.713  C6 1.122
18 H 0.108 -1.850 -0.182  O7 0.960
19 H -3.297 -3.419 2.755  O21 0.968
20 H -2.604 -2.990 1.497  O21 0.964
21 O -3.480 -3.000 1.901  H19 0.968, H20 0.964

Properties
- M (g/mol) = 139.22
- net charge = 0
- SMILES = C[C@@H](CS)NCO.O
- orbital gap (eV) = 9.530



It is (ii) that is the most stable of them.